Entry 1:
Below is a molecular structure, C33H50HgN3OP2 in a non-equilibrium geometry, with properties calculated with wB97M-V/def2-TZVPD.

## Properties
- LUMO level (eV) = -2.752
- HOMO-LUMO gap (eV) = 5.9
- DFT total energy (eV) = -64294.819
- energy above the lowest of the compared OMol25 structures with the same formula, charge and spin (eV) = 1.133
- maximum force (hartree/bohr) = 0.06223
- HOMO energy (eV) = -8.6

The geometry in ORCA input format:
```
! RIJCOSX wB97M-V def2-TZVPD def2/J DEFGRID3
* xyz 1 1
C 0.1151 2.9359 -1.2017
C -1.0868 1.4645 -2.6278
C -0.0466 3.9757 -2.0984
C -1.1357 2.4760 -3.6342
C -0.6771 3.7435 -3.3139
H 0.3704 4.9330 -1.8367
H -1.7225 2.2439 -4.5346
H -0.7890 4.5669 -4.0111
N -0.4084 1.7373 -1.4599
P 1.8583 1.7317 0.7212
P -2.0335 -0.8974 -1.4532
C 0.9499 3.1988 0.0541
H 1.6940 3.9658 -0.2066
H 0.3129 3.6463 0.8318
C -1.8296 0.2779 -2.7531
H -1.8343 -0.0985 -3.7654
C -1.7383 -2.8924 -1.8194
C -3.8420 -0.3951 -1.4156
C 3.5344 1.8579 -0.1901
C 2.0187 2.1361 2.5451
C -0.5683 -3.5918 -1.0938
H -0.7782 -3.7920 -0.0348
H -0.4267 -4.5898 -1.5534
H 0.3749 -3.0425 -1.1643
C -2.9836 -3.6743 -1.3794
H -3.0629 -3.6818 -0.2825
H -3.9220 -3.2869 -1.7862
H -2.8843 -4.7268 -1.6959
C -1.4677 -2.9704 -3.3239
H -1.3387 -4.0148 -3.6473
H -2.2823 -2.5269 -3.9078
H -0.5245 -2.4731 -3.5877
C -4.6518 -1.0352 -0.2913
H -4.4023 -0.5522 0.6562
H -5.7076 -0.8574 -0.5332
H -4.5090 -2.1061 -0.1613
C -3.8708 1.1389 -1.1418
H -3.1291 1.3982 -0.3719
H -3.6537 1.7287 -2.0405
H -4.8575 1.4356 -0.7562
C -4.4292 -0.7430 -2.8032
H -3.6844 -0.6572 -3.5984
H -4.8256 -1.7623 -2.8766
H -5.2085 -0.0077 -3.0446
C 2.7876 0.9741 3.2023
H 2.7086 1.0598 4.2972
H 2.3462 0.0123 2.9002
H 3.8592 0.9696 2.9554
C 0.5894 2.1600 3.1310
H -0.0931 2.7962 2.5565
H 0.1515 1.1553 3.1899
H 0.6281 2.5688 4.1511
C 2.7073 3.4817 2.8406
H 2.5241 3.7417 3.8956
H 3.7970 3.4389 2.7202
H 2.3029 4.2964 2.2252
C 3.2428 2.0637 -1.6898
H 4.1087 1.7345 -2.2780
H 2.3703 1.5114 -2.0405
H 3.1232 3.1240 -1.9181
C 4.2307 0.5030 0.0352
H 3.5564 -0.3357 -0.1852
H 5.1031 0.4325 -0.6325
H 4.5939 0.4091 1.0670
C 4.4861 2.9910 0.2535
H 4.0087 3.9777 0.3095
H 4.9717 2.7811 1.2143
H 5.2952 3.0753 -0.4928
Hg -0.2806 0.1179 0.1713
C -2.8002 0.7105 2.0300
O -2.4683 0.9721 3.0911
N 1.6891 -1.1963 -1.6940
C 2.2015 -1.4441 -2.7088
C 2.3879 -1.6039 -4.1079
C 3.5319 -2.2299 -4.6013
C 1.4507 -1.0187 -4.9905
C 3.8201 -2.0519 -5.9449
H 4.2087 -2.7705 -3.9424
C 1.7653 -0.8582 -6.3321
H 0.4779 -0.6456 -4.6636
C 2.9673 -1.3586 -6.8079
H 4.7577 -2.4286 -6.3261
H 1.0886 -0.3136 -6.9879
H 3.2468 -1.2093 -7.8484
C -1.1941 -1.8666 4.6043
C -0.6808 -1.4757 3.3222
N -0.3011 -1.1904 2.2570
H -1.9564 -1.1487 4.9481
H -0.3756 -1.8811 5.3392
H -1.6506 -2.8654 4.5321
*
```

Atomic partial charges in e from the Mulliken method, atoms 1 to 6: 0.030, 0.022, -0.880, -1.296, -0.832, 0.564



Entry 2:
Below is 9 unconnected molecules or ions with the total composition C33H50O15 in a non-equilibrium geometry, with properties calculated with wB97M-V/def2-TZVPD.

## Properties
- LUMO level (eV) = -2.242
- HOMO-LUMO gap (eV) = 6.3
- DFT total energy (eV) = -65726.210
- energy above the lowest of the compared OMol25 structures with the same formula, charge and spin (eV) = 0.425
- maximum force (hartree/bohr) = 0.23940
- structure (SMILES) = O=C1C=C(O)C(=O)C=C1O.O=C1C=C(O)C(=O)C=C1O.CC(C)=O.CC(C)=O.CC(C)=O.CC(C)=O.CC(C)=O.CC(C)=O.CC(C)=O
- HOMO energy (eV) = -8.5

The geometry in ORCA input format:
```
! RIJCOSX wB97M-V def2-TZVPD def2/J DEFGRID3
* xyz 0 1
C 4.6979 -4.2842 4.1972
C 3.7372 -3.6691 3.2280
C 4.0507 -2.5669 2.3054
O 3.1810 -2.1326 1.5670
C 5.3669 -2.1097 2.2826
C 6.4753 -2.6290 3.2311
C 6.1109 -3.7243 4.1452
O 7.0046 -4.3604 4.7925
O 7.6539 -2.0378 3.4881
O 2.4940 -4.1522 3.2215
H 4.4132 -4.9294 5.0387
H 5.7200 -1.3142 1.5455
H 7.8402 -1.7017 2.5854
H 1.8625 -3.6009 2.6177
C -6.7589 -0.4134 0.4092
C -5.2272 -0.4465 -0.1023
C -4.8815 -0.4289 -1.4653
O -3.6814 -0.5127 -1.6639
C -5.9175 -0.3132 -2.4211
C -7.4510 -0.2724 -1.9463
C -7.7809 -0.2776 -0.4944
O -8.9701 0.0675 -0.2547
O -8.4823 -0.2031 -2.8368
O -4.3487 -0.5701 0.9751
H -6.8976 -0.2473 1.4857
H -5.6504 -0.3806 -3.3824
H -8.0713 -0.1163 -3.8015
H -3.4357 -0.1746 0.7560
C -1.0691 -3.4883 -0.3223
C -0.6497 -3.2940 1.1097
O 0.4628 -3.4043 1.4966
C -1.7494 -3.0829 2.1608
H -1.2353 -4.6121 -0.3382
H -0.3474 -3.3434 -1.2804
H -2.0029 -2.9868 -0.5022
H -2.5461 -2.2322 1.6453
H -1.4387 -2.7812 2.9713
H -2.2403 -3.8730 2.4391
C -0.2386 1.1899 -0.9337
C -0.6338 0.6369 0.4401
O -1.8485 0.3793 0.6951
C 0.4935 0.6208 1.4321
H 0.5016 0.6958 -1.2216
H 0.3221 2.0848 -1.0029
H -1.1368 1.2676 -1.5788
H 0.0291 0.3078 2.3738
H 1.1643 1.4890 1.3727
H 1.3888 -0.0846 1.4750
C 3.1747 4.3670 -1.2058
C 2.1698 5.4948 -1.1720
O 0.9429 5.1642 -1.3240
C 2.6160 6.9186 -0.6881
H 3.3572 3.8309 -0.1413
H 4.2507 4.9438 -1.2066
H 2.7294 3.5071 -1.9510
H 3.6694 6.5626 -0.5026
H 1.9495 7.2983 0.0592
H 2.6988 7.6669 -1.5694
C -4.3757 3.0332 0.1141
C -4.0645 3.2162 -1.4622
O -4.6583 2.5277 -2.2945
C -3.0616 4.1860 -1.9044
H -3.5153 2.3244 0.5744
H -5.3977 2.5282 0.3768
H -4.2997 4.1155 0.4616
H -2.5454 3.9743 -2.8430
H -2.3266 4.2311 -1.1463
H -3.4510 5.3914 -1.8584
C 3.2266 -0.2093 -1.8944
C 4.3445 0.5826 -2.6400
O 4.5038 1.7320 -2.4601
C 5.0666 -0.0887 -3.9010
H 3.8927 -0.8137 -1.5619
H 2.3935 -0.6047 -2.5031
H 2.8433 0.5479 -1.1896
H 5.5811 0.7649 -4.4932
H 4.3959 -0.4421 -4.6921
H 5.7324 -0.9742 -3.8005
C 1.3953 -1.4244 4.7794
C 1.9361 -0.7505 6.1025
O 1.3841 0.3203 6.5243
C 2.9264 -1.4089 6.9221
H 0.8889 -2.4741 4.8267
H 1.9754 -1.4535 4.0246
H 0.6410 -0.7296 4.3942
H 3.9537 -1.0013 6.6240
H 2.9882 -2.5125 6.7641
H 2.6498 -1.2561 7.8502
C -3.4981 -0.8979 -5.6101
C -1.9167 -0.7697 -5.7404
O -1.2896 -1.1680 -6.7171
C -1.2885 -0.3437 -4.4496
H -4.0191 -1.8690 -5.1969
H -3.8465 -1.1288 -6.5859
H -3.7715 -0.2005 -5.0626
H -0.2843 -0.3127 -4.8140
H -1.2677 -1.0758 -3.6460
H -1.6789 0.6920 -4.1043
*
```

Atomic partial charges in e from the Mulliken method, atoms 1 to 6: -0.846, 0.640, 0.663, -0.522, -0.469, 0.290